Entry 1:
{"formula": "C49H49BaIN5S2Si", "method": "ωB97M-V/def2-TZVPD", "e_homo_ev": -3.92, "relative_energy_kcal_mol": 7.2, "gap_ev": 5.763, "energy_ha": -3579.5604, "total_charge": -1, "elements": ["Ba", "C", "Si", "C", "N", "C", "C", "C", "C", "C", "C", "C", "C", "C", "C", "C", "C", "C", "C", "C", "C", "C", "H", "H", "H", "H", "H", "H", "H", "H", "H", "H", "H", "H", "H", "H", "H", "H", "H", "H", "H", "H", "H", "H", "H", "H", "C", "N", "C", "C", "C", "C", "C", "N", "C", "C", "C", "C", "C", "C", "H", "H", "H", "H", "H", "H", "H", "H", "H", "H", "H", "C", "C", "N", "C", "C", "S", "C", "C", "S", "C", "N", "C", "H", "H", "H", "H", "H", "H", "H", "H", "I", "C", "C", "C", "C", "C", "C", "C", "C", "C", "C", "H", "H", "H", "H", "H", "H"], "coordinates": [[-0.468, -0.358, -0.319], [-1.488, 0.962, 2.170], [-0.305, 2.265, 2.488], [1.437, 1.503, 2.751], [1.950, 0.630, 1.683], [2.929, -0.330, 2.186], [4.246, 0.300, 2.647], [4.755, 1.307, 1.593], [3.984, 1.138, 0.286], [2.497, 1.388, 0.534], [-0.216, 3.474, 1.025], [-1.073, 3.312, -0.065], [-0.974, 4.114, -1.198], [-0.016, 5.114, -1.255], [0.828, 5.318, -0.168], [0.723, 4.509, 0.953], [-0.412, 3.388, 4.043], [-0.143, 2.857, 5.308], [-0.229, 3.624, 6.462], [-0.600, 4.960, 6.382], [-0.886, 5.511, 5.140], [-0.790, 4.733, 3.992], [-2.483, 1.261, 1.827], [-1.594, 0.281, 3.026], [1.339, 0.893, 3.658], [2.152, 2.303, 3.019], [3.140, -1.048, 1.396], [2.471, -0.893, 3.004], [4.975, -0.501, 2.803], [4.109, 0.791, 3.613], [5.829, 1.191, 1.430], [4.601, 2.330, 1.949], [4.148, 0.138, -0.129], [4.331, 1.846, -0.469], [1.942, 1.167, -0.381], [2.371, 2.454, 0.723], [-1.853, 2.558, -0.018], [-1.635, 3.947, -2.039], [0.079, 5.728, -2.142], [1.572, 6.106, -0.201], [1.391, 4.683, 1.793], [0.129, 1.809, 5.400], [-0.012, 3.178, 7.426], [-0.669, 5.564, 7.279], [-1.187, 6.550, 5.065], [-1.024, 5.183, 3.034], [-1.759, -2.706, -3.125], [-0.925, -1.571, -2.783], [-0.685, -0.700, -3.691], [0.189, 0.428, -3.567], [0.514, 1.294, -4.623], [1.449, 2.197, -4.110], [1.627, 1.835, -2.770], [0.884, 0.768, -2.431], [-0.913, -3.959, -3.076], [-0.676, -4.714, -4.219], [0.170, -5.817, -4.182], [0.796, -6.173, -2.997], [0.561, -5.427, -1.848], [-0.289, -4.333, -1.887], [-2.205, -2.598, -4.123], [-2.573, -2.770, -2.397], [-1.159, -0.794, -4.678], [0.114, 1.246, -5.626], [1.928, 3.018, -4.623], [2.257, 2.328, -2.042], [-1.150, -4.428, -5.151], [0.347, -6.390, -5.085], [1.466, -7.023, -2.968], [1.050, -5.693, -0.917], [-0.460, -3.749, -0.990], [-0.577, -2.303, 3.413], [0.637, -2.859, 2.747], [0.942, -2.727, 1.493], [2.137, -3.339, 1.194], [2.735, -3.970, 2.241], [1.792, -3.777, 3.652], [2.710, -3.273, -0.155], [3.757, -4.039, -0.567], [4.107, -3.702, -2.202], [2.805, -2.557, -2.241], [2.186, -2.434, -1.108], [2.476, -1.858, -3.512], [-0.934, -1.433, 2.858], [-0.359, -1.995, 4.435], [-1.373, -3.049, 3.445], [3.689, -4.469, 2.255], [4.300, -4.777, -0.001], [3.149, -2.168, -4.311], [2.533, -0.777, -3.382], [1.452, -2.101, -3.794], [-3.089, -2.583, 0.805], [-4.753, -1.629, -0.060], [-5.995, -2.139, 0.181], [-7.116, -1.514, -0.404], [-6.946, -0.422, -1.206], [-5.656, 0.105, -1.464], [-5.478, 1.220, -2.316], [-4.217, 1.682, -2.566], [-3.099, 1.062, -1.959], [-3.172, -0.010, -1.092], [-4.500, -0.494, -0.873], [-6.123, -3.011, 0.809], [-8.105, -1.912, -0.213], [-7.803, 0.059, -1.667], [-6.349, 1.684, -2.767], [-4.068, 2.528, -3.229], [-2.125, 1.475, -2.234]], "mulliken_charge": [-0.349, -0.868, -0.478, -1.029, 1.553, 0.009, -0.989, -0.878, -0.703, -0.339, 0.440, -0.447, -0.411, -0.619, -0.781, 0.081, 0.691, -0.277, -0.665, -0.404, -0.676, -0.169, 0.015, 0.286, 0.648, 0.128, -0.373, 0.428, 0.496, 0.298, 0.477, 0.281, 0.196, 0.566, -0.565, 0.108, 0.324, 0.433, 0.374, 0.378, 0.475, 0.228, 0.384, 0.353, 0.378, 0.299, -1.153, 1.319, -1.397, 0.265, -0.997, -1.302, -0.435, 1.980, 0.345, -0.590, -0.656, -0.571, -0.477, 0.437, 0.443, 0.018, 0.083, 0.510, 0.438, 0.278, 0.369, 0.378, 0.387, 0.428, 0.121, -0.498, 0.252, 0.546, -0.233, -0.729, -0.277, -0.367, -0.369, -0.304, 0.091, 0.985, -0.642, -0.525, 0.507, 0.405, 0.439, 0.439, 0.657, -0.050, -0.209, 0.155, 0.359, -0.621, -0.571, -0.844, 1.110, -1.097, -1.349, 0.031, 0.975, -0.907, 0.378, 0.363, 0.348, 0.303, 0.442, 0.278]}



Entry 2:
{"formula": "C35H32ClF5N2OSbSeSn", "method": "ωB97M-V/def2-TZVPD", "e_homo_ev": -16.58, "gap_ev": 6.258, "energy_ha": -5352.1908, "total_charge": 3, "elements": ["Sn", "C", "C", "C", "C", "C", "C", "C", "Sb", "C", "C", "C", "C", "C", "C", "C", "C", "C", "C", "C", "C", "C", "C", "H", "H", "H", "H", "H", "H", "H", "H", "H", "H", "H", "H", "H", "H", "H", "H", "H", "H", "H", "H", "H", "Cl", "C", "C", "C", "C", "N", "C", "H", "H", "H", "H", "F", "C", "C", "F", "C", "F", "C", "Se", "C", "F", "C", "F", "C", "N", "C", "C", "O", "H", "H", "H", "H", "H", "H", "H"], "coordinates": [[-0.946, -0.922, -0.753], [2.752, -0.483, -2.390], [3.615, 0.028, -1.270], [4.996, 0.104, -1.453], [5.836, 0.583, -0.461], [5.326, 1.003, 0.761], [3.961, 0.932, 0.987], [3.137, 0.456, -0.036], [1.141, 0.652, 0.555], [0.613, 2.563, -0.153], [0.659, 2.623, -1.547], [0.462, 3.839, -2.174], [0.221, 4.971, -1.403], [0.193, 4.891, -0.020], [0.386, 3.681, 0.652], [0.358, 3.653, 2.152], [0.984, -0.206, 2.455], [0.360, 0.477, 3.505], [0.395, -0.065, 4.777], [1.036, -1.278, 4.985], [1.616, -1.961, 3.926], [1.596, -1.460, 2.626], [2.222, -2.266, 1.517], [3.104, -1.453, -2.741], [2.777, 0.197, -3.242], [1.715, -0.606, -2.079], [5.415, -0.218, -2.400], [6.903, 0.622, -0.636], [5.981, 1.374, 1.537], [3.564, 1.235, 1.952], [0.861, 1.740, -2.146], [0.520, 3.910, -3.253], [0.075, 5.930, -1.883], [0.039, 5.789, 0.566], [0.621, 4.627, 2.561], [1.072, 2.935, 2.557], [-0.641, 3.409, 2.524], [-0.142, 1.418, 3.348], [-0.068, 0.463, 5.600], [1.080, -1.702, 5.980], [2.101, -2.913, 4.106], [2.292, -3.312, 1.808], [3.233, -1.922, 1.295], [1.646, -2.229, 0.588], [-3.367, 1.824, 3.612], [-3.367, 0.395, 2.668], [-4.239, -0.655, 2.932], [-4.191, -1.781, 2.126], [-3.279, -1.834, 1.090], [-2.438, -0.813, 0.850], [-2.484, 0.288, 1.616], [-4.945, -0.583, 3.750], [-4.860, -2.613, 2.294], [-3.214, -2.693, 0.434], [-1.825, 1.110, 1.363], [1.113, -7.478, -1.974], [0.432, -6.362, -2.060], [-0.901, -6.388, -2.442], [-1.482, -7.530, -2.729], [-1.616, -5.202, -2.511], [-2.892, -5.229, -2.872], [-1.017, -3.988, -2.213], [-2.072, -2.406, -2.413], [0.317, -3.993, -1.841], [0.921, -2.827, -1.481], [1.047, -5.157, -1.751], [2.311, -5.126, -1.365], [-4.198, 2.389, -3.672], [-3.321, 2.165, -2.508], [-3.265, 3.234, -1.505], [-2.631, 1.075, -2.396], [-1.827, 0.860, -1.418], [-3.691, 3.021, -4.399], [-5.102, 2.890, -3.335], [-4.464, 1.441, -4.133], [-3.126, 4.185, -2.015], [-2.439, 3.061, -0.822], [-4.208, 3.262, -0.959], [-2.748, 0.348, -3.201]], "mulliken_charge": [1.166, -1.178, 0.705, -0.621, -0.780, -0.845, -0.877, 1.349, 0.848, 1.228, -0.872, -0.879, -0.938, -0.840, 1.131, -1.453, 1.652, -0.900, -1.133, -0.860, -0.735, 0.320, -1.481, 0.557, 0.428, -0.347, 0.520, 0.446, 0.484, 0.472, 0.308, 0.551, 0.480, 0.535, 0.542, 0.348, 0.221, 0.402, 0.530, 0.449, 0.520, 0.584, 0.389, 0.009, -0.121, -0.214, -0.233, -0.915, -0.286, 0.220, -0.060, 0.531, 0.492, 0.511, 0.423, -0.239, 0.548, 0.242, -0.234, 0.296, -0.295, -0.110, -0.132, 0.166, 0.201, -0.361, -0.273, -0.899, 0.196, -0.689, 0.196, -0.589, 0.350, 0.347, 0.359, 0.386, 0.034, 0.346, 0.369]}